Entry 1:
14
Properties=species:S:1:pos:R:3:forces:R:3:mulliken_charge:R:1 method="wB97M-V/def2-TZVPD" homo_ev=-8.6125 charge=0 smiles="N=C=O.CNC" homo_lumo_gap_ev=9.451
N 2.70989 -0.24407 -0.07691 -0.309 -0.239 -0.378 -0.57
C 2.13899 -0.81774 -0.99431 -0.088 -0.191 -0.314 0.74
O 1.53959 -1.35098 -1.84235 0.445 0.431 0.684 -0.41
H 3.71655 -0.18050 -0.06458 -0.032 -0.012 -0.021 0.25
C -1.43628 -0.77321 0.79801 -0.122 -0.131 0.016 -1.01
N -0.34388 0.04832 0.31076 0.023 0.062 0.129 -0.16
C -0.76930 1.28278 -0.33836 -0.053 0.080 -0.072 -0.89
H -1.03077 -1.63474 1.33893 -0.081 0.134 -0.069 0.33
H -2.15122 -0.25129 1.45981 0.147 -0.046 -0.079 0.34
H -1.99787 -1.15860 -0.06109 0.040 0.032 0.152 0.30
H 0.31294 0.24721 1.05508 -0.052 -0.023 -0.102 0.23
H -0.13732 1.50223 -1.20442 -0.012 0.035 0.083 0.25
H -1.79450 1.17125 -0.70466 0.129 -0.019 0.000 0.32
H -0.75683 2.15935 0.32410 -0.035 -0.113 -0.029 0.28



Entry 2:
14
Properties=species:S:1:pos:R:3:forces:R:3:mulliken_charge:R:1 method="wB97M-V/def2-TZVPD" homo_ev=-9.5237 charge=0 smiles="CC(=O)NCN" homo_lumo_gap_ev=10.480
C 0.24585 -0.41274 2.23456 -0.320 0.802 0.251 -0.93
C -0.31430 -0.11264 0.86598 0.185 0.295 0.157 0.59
O -1.45559 0.27953 0.72537 -0.157 -0.348 -0.110 -0.59
N 0.53253 -0.31702 -0.18932 0.129 -0.058 -0.035 -0.26
C 0.01768 -0.25005 -1.53135 -0.503 -0.502 -0.074 -0.45
N -0.05705 1.10691 -2.03047 -0.113 0.614 -0.121 -0.65
H 1.32751 -0.40415 2.31834 0.119 -0.063 -0.156 0.33
H -0.18215 0.33994 2.89839 0.182 -0.007 0.062 0.29
H -0.14256 -1.35476 2.58595 -0.047 -0.489 -0.054 0.24
H 1.50783 -0.12355 -0.02475 0.029 -0.291 -0.094 0.26
H 0.62831 -0.85953 -2.19501 0.389 0.161 0.019 0.37
H -0.93848 -0.78800 -1.50102 -0.115 0.329 0.105 0.33
H -0.47886 1.71632 -1.33702 0.031 -0.215 0.204 0.26
H -0.69071 1.17973 -2.81964 0.191 -0.226 -0.152 0.23



Entry 3:
14
Properties=species:S:1:pos:R:3:forces:R:3:mulliken_charge:R:1 method="wB97M-V/def2-TZVPD" homo_ev=-9.6663 charge=0 homo_lumo_gap_ev=9.917
C 0.70626 1.62508 -1.52366 -2.068 -0.901 -1.763 -0.65
C -0.04756 -0.45740 -0.30259 -1.768 1.383 0.415 0.42
C -0.29062 -0.32621 2.22781 -2.043 1.080 0.146 -0.67
H 1.81675 1.67303 -1.63981 -0.937 -0.383 0.094 0.23
H 0.28942 2.72617 -1.56751 0.652 -2.350 0.068 0.23
H 0.17550 0.88641 -2.32463 1.661 2.354 0.951 0.26
H 1.02363 1.17842 0.67738 -3.630 -1.002 -3.856 0.28
H -0.25723 -2.04609 0.99409 -2.907 4.270 -0.690 0.34
H -0.30764 1.06667 2.06881 -0.077 -4.548 1.332 0.23
H -1.44910 -0.89797 2.71157 4.232 2.365 0.219 0.31
H 0.92513 -0.79368 2.65873 -4.043 1.549 -1.350 0.21
N 0.18439 0.92737 -0.34088 4.691 1.646 4.526 -0.34
N -0.81421 -0.79492 0.88500 5.666 -5.328 0.514 -0.31
O -0.00203 -1.22112 -1.22460 0.570 -0.135 -0.605 -0.54



Entry 4:
14
Properties=species:S:1:pos:R:3:forces:R:3:mulliken_charge:R:1 method="wB97M-V/def2-TZVPD" homo_ev=-8.7065 charge=0 smiles="C=NNCCO" homo_lumo_gap_ev=9.718
C -2.33301 -0.64661 0.05285 -1.923 -0.309 -1.096 -0.37
N -1.09186 -0.47502 -0.05355 1.225 0.018 0.939 -0.37
N -0.55432 0.74735 0.03960 1.243 -1.089 -0.190 -0.03
C 0.87508 0.94889 -0.21280 -0.457 -1.250 -3.985 -0.55
C 1.68880 -0.24589 0.28068 -0.191 1.916 1.978 -0.35
O 1.41879 -1.49756 -0.22465 -1.148 -0.911 -0.671 -0.53
H -2.57015 -1.73893 0.14945 -0.584 1.393 -0.325 0.24
H -3.11398 0.21160 -0.15207 1.339 -1.687 0.937 0.15
H -1.21420 1.45910 -0.05638 -0.785 1.779 -0.278 0.19
H 1.13845 1.85543 0.22586 0.679 1.302 1.369 0.36
H 1.13954 1.15304 -1.31135 -0.800 -0.481 0.882 0.24
H 1.40742 -0.04961 1.34193 0.538 -1.421 0.260 0.27
H 2.77964 -0.06199 0.21513 -0.653 -0.005 -0.223 0.32
H 0.42978 -1.65981 -0.29470 1.517 0.747 0.402 0.42



Entry 5:
14
Properties=species:S:1:pos:R:3:forces:R:3:mulliken_charge:R:1 method="wB97M-V/def2-TZVPD" homo_ev=-8.4705 charge=0 homo_lumo_gap_ev=8.902
C -0.68901 -1.16153 -0.42057 0.092 0.303 -0.542 -1.01
C -1.03718 1.17333 0.18871 0.403 0.117 -0.342 -0.94
N -0.13674 0.19103 -0.42255 1.323 0.162 -0.090 -0.22
C 1.69515 0.25321 0.17787 2.735 1.619 -0.740 0.48
O 2.01293 -0.46912 1.27923 -1.264 0.083 -0.553 -0.45
N 2.20181 0.99899 -0.62046 -0.571 -1.195 1.183 -0.64
H 1.62080 -1.35254 1.21759 -0.004 0.108 0.071 0.32
H 0.62778 0.60405 -1.17842 -2.687 -1.038 1.139 0.45
H -0.85004 -1.50455 0.60833 0.092 0.165 -0.026 0.36
H -0.61884 2.17059 0.04505 0.073 -0.095 0.154 0.34
H -1.15693 0.97408 1.25803 -0.006 -0.015 -0.127 0.31
H -2.01605 1.16348 -0.29524 -0.090 -0.100 0.019 0.33
H 0.00424 -1.84383 -0.91453 -0.070 0.005 -0.034 0.34
H -1.65794 -1.19719 -0.92304 -0.026 -0.119 -0.113 0.31



Entry 6:
14
Properties=species:S:1:pos:R:3:forces:R:3:mulliken_charge:R:1 method="wB97M-V/def2-TZVPD" homo_ev=-7.8498 charge=0 homo_lumo_gap_ev=8.788
C 1.91541 0.33037 -0.34019 -0.079 0.125 -0.253 -1.14
C 0.67875 -0.43477 0.04495 -1.120 0.400 1.197 0.21
N 0.69975 -1.51015 0.72288 0.026 0.173 -0.150 -0.59
H 1.63580 -1.84633 0.98484 -0.062 0.110 -0.365 0.22
H -0.93049 -1.25686 -1.07375 -1.557 -0.003 0.033 0.45
H 1.75908 1.40275 -0.21485 0.026 -0.005 -0.056 0.25
H 2.79507 0.02532 0.24290 -0.234 -0.026 0.026 0.36
H 2.15428 0.14549 -1.39069 -0.085 0.120 -0.037 0.23
N -1.87556 1.24825 0.20309 -0.052 0.373 -0.115 -0.38
C -1.33121 0.00217 0.15649 3.213 -0.330 1.203 0.18
O -1.76924 -0.77210 -0.85325 0.780 -1.037 -1.309 -0.54
H -2.35617 1.50691 1.05134 0.149 0.101 -0.214 0.24
H -2.23031 1.62445 -0.66612 -0.049 -0.105 0.260 0.23
H -1.14516 -0.46549 1.13238 -0.956 0.103 -0.219 0.30



Entry 7:
14
Properties=species:S:1:pos:R:3:forces:R:3:mulliken_charge:R:1 method="wB97M-V/def2-TZVPD" homo_ev=-8.7581 charge=0 smiles="C=NC.NC=O" homo_lumo_gap_ev=9.627
C -0.23867 0.60253 1.34116 4.145 1.557 -0.473 -0.17
N -0.20254 1.85280 1.11744 -2.898 0.177 -0.069 -0.50
C 1.05213 2.47013 0.74209 0.218 -1.047 -1.320 -0.78
H -0.98998 -0.12318 1.61309 -0.608 0.639 0.039 0.33
H 0.82878 0.31441 1.25751 -0.716 -1.863 0.249 0.19
H 1.59356 2.69188 1.65663 0.224 0.592 -0.216 0.32
H 1.66168 1.81752 0.07273 -0.039 -0.361 0.890 0.30
H 0.91041 3.27486 0.00777 -0.312 0.510 1.064 0.29
N -1.28354 -2.59957 -1.41032 0.076 0.780 0.081 -0.36
C -0.33227 -1.66193 -1.17247 0.489 -2.059 0.030 0.18
O 0.34682 -1.71074 -0.16510 -0.202 0.923 -0.471 -0.56
H -1.69401 -2.62282 -2.32613 -0.414 -0.363 0.245 0.21
H -1.47270 -3.22774 -0.64622 -0.279 -0.282 -0.372 0.24
H -0.17967 -1.07814 -2.08816 0.315 0.799 0.323 0.30



Entry 8:
14
Properties=species:S:1:pos:R:3:forces:R:3:mulliken_charge:R:1 method="wB97M-V/def2-TZVPD" homo_ev=-8.1586 charge=0 homo_lumo_gap_ev=8.985
C 2.03457 0.10785 -0.12388 0.029 -0.002 -0.101 -1.22
N -1.37652 0.68146 -0.60624 -0.993 -0.584 0.530 -0.28
C -0.52343 -0.10335 0.04699 -0.082 -0.144 -1.170 0.37
N -0.72244 -1.41776 0.24507 -0.077 0.346 0.344 -0.36
C 0.67200 0.70334 0.14021 -0.593 0.634 -0.195 -0.44
O -2.79230 0.29177 -0.49461 0.511 0.069 0.078 -0.49
H -3.10036 0.74124 0.30691 0.054 -0.064 -0.166 0.32
H -0.35342 1.51191 -0.64174 1.238 -0.185 0.507 0.42
H -1.61539 -1.81083 -0.01574 0.157 -0.011 0.059 0.25
H -0.04718 -1.96228 0.75116 -0.163 0.031 0.032 0.20
H 0.62133 1.38891 0.98565 0.024 -0.139 0.099 0.31
H 2.37993 -0.55485 0.68198 -0.053 0.070 -0.046 0.27
H 2.04033 -0.47410 -1.04939 0.004 0.043 0.031 0.30
H 2.78287 0.89668 -0.22637 -0.057 -0.062 -0.001 0.35



Entry 9:
14
Properties=species:S:1:pos:R:3:forces:R:3:mulliken_charge:R:1 method="wB97M-V/def2-TZVPD" homo_ev=-9.7273 charge=0 smiles="[H]/N=C(/CC)ON" homo_lumo_gap_ev=10.617
H -1.20010 1.50115 1.44579 -0.210 -0.986 0.632 0.27
N -0.27113 1.12664 1.26246 0.442 1.841 -1.979 -0.71
C -0.15441 0.63492 0.08984 -1.213 -1.797 1.889 0.57
C 1.12235 0.50164 -0.66834 -0.302 -0.367 0.212 -0.33
C 1.47382 -0.97159 -0.47298 -1.819 -1.247 -0.508 -1.02
O -1.13746 -0.32401 -0.41960 -0.300 2.199 0.419 -0.30
N -2.34169 -0.40861 0.39164 1.185 -0.153 -0.921 -0.52
H 0.92690 0.70620 -1.72515 0.112 0.042 0.103 0.25
H 1.88486 1.17693 -0.26683 -0.364 -0.009 -0.132 0.30
H 1.79094 -1.16466 0.55486 -0.068 0.062 -0.080 0.28
H 2.27673 -1.27822 -1.14719 -0.316 -0.252 -0.008 0.33
H 0.41014 -1.50936 -0.63906 3.215 0.494 0.092 0.28
H -1.97952 -0.47896 1.34452 -0.298 0.228 -0.043 0.32
H -2.80144 0.48793 0.25005 -0.065 -0.055 0.324 0.27



Entry 10:
14
Properties=species:S:1:pos:R:3:forces:R:3:mulliken_charge:R:1 method="wB97M-V/def2-TZVPD" homo_ev=-8.0420 charge=0 homo_lumo_gap_ev=8.311
C 1.76929 1.03290 0.27947 -0.019 -1.406 1.100 -0.84
N 0.76459 -0.32241 0.61491 -0.656 1.854 -1.456 0.20
C -0.26763 0.27217 0.02396 0.031 -0.245 0.615 0.50
N -1.39400 -1.57517 -0.38363 2.472 -1.955 -0.701 -0.86
C -1.12188 1.26108 -0.10694 0.170 -0.318 -0.455 -0.64
O 1.17017 -1.51466 0.25666 0.478 -0.321 -0.689 -0.71
H -0.18637 -2.07111 -0.30454 -2.413 2.287 1.810 0.41
H -2.13398 -1.65304 0.30578 0.805 -0.053 1.006 0.17
H -1.61510 -2.40456 -0.92011 -0.529 0.213 -1.244 0.25
H 2.71605 0.54181 0.48204 0.002 0.037 -0.034 0.34
H 1.76574 1.44139 -0.73258 -0.431 -0.327 0.044 0.31
H 1.54218 1.75698 1.05307 -0.112 0.031 -0.099 0.36
H -2.17595 1.04003 -0.00545 0.074 0.125 0.210 0.25
H -0.83312 2.19460 -0.56264 0.127 0.079 -0.108 0.26



Entry 11:
14
Properties=species:S:1:pos:R:3:forces:R:3:mulliken_charge:R:1 method="wB97M-V/def2-TZVPD" homo_ev=-8.5845 charge=0 smiles="[H]/N=C/N.C=CO" homo_lumo_gap_ev=9.406
H -1.49394 -1.77574 -1.58086 1.290 1.197 -0.969 0.17
N -0.56996 -1.36501 -1.31582 0.324 -2.787 2.853 -0.55
C 0.53114 -1.92722 -1.76446 -5.146 2.178 0.178 -0.08
N 1.73053 -2.15931 -1.22645 0.521 0.155 -1.694 -0.46
H 0.53644 -1.77381 -2.78712 0.730 -1.356 -2.872 0.36
H 2.11668 -1.34131 -1.63017 2.427 0.638 -0.765 0.26
H 1.84369 -2.05052 -0.28418 -0.322 0.092 3.327 0.27
C -0.44350 2.65496 2.06448 -1.456 -3.369 2.740 -0.72
C -0.81262 1.43998 1.60647 1.436 0.517 -2.627 0.12
O -0.62397 1.28284 0.19800 -1.099 -0.647 1.575 -0.50
H -0.43196 2.58256 3.17870 0.023 1.147 -0.914 0.21
H -0.33215 3.52694 1.48014 0.456 0.550 -0.442 0.30
H -1.09251 0.49262 2.15882 0.464 1.480 -0.488 0.27
H -0.95787 0.41302 -0.09757 0.352 0.204 0.098 0.35



Entry 12:
14
Properties=species:S:1:pos:R:3:forces:R:3:mulliken_spin:R:1 method="wB97M-V/def2-TZVPD" homo_ev="-15.6500 / -14.9369" charge=+1 homo_lumo_gap_ev="12.082 / 5.586" spin_multiplicity=2 s2=0.77
O 1.16442 1.35597 0.84118 -1.788 -0.928 -0.614 0.23
C 0.96666 0.25523 0.34268 3.611 -0.116 0.426 -0.06
N -0.19196 -0.40325 0.17808 -3.127 0.713 -0.924 0.25
C -1.42897 0.24721 0.45690 -1.990 1.265 3.482 -0.01
N -2.17535 0.68701 -0.69874 2.896 0.688 -0.562 0.61
C 2.14894 -0.59256 -0.05703 1.161 -1.954 -0.799 0.04
H -0.35507 -1.28440 -0.27513 1.192 -0.493 -0.258 -0.02
H -2.12976 -0.33856 1.09710 0.776 -0.043 -0.609 0.00
H -1.15087 1.11777 1.11254 -0.359 -0.373 -0.813 0.01
H -1.66230 1.44838 -1.21866 -1.056 -1.008 0.280 -0.02
H -2.60027 -0.03741 -1.26256 -0.503 0.131 -0.241 -0.02
H 3.04882 0.01839 0.09138 -0.292 -0.313 -0.125 0.00
H 2.28342 -1.57764 0.57042 -0.546 1.932 -1.145 -0.01
H 2.08231 -0.89615 -1.17816 0.025 0.498 1.902 0.00



Entry 13:
15
Properties=species:S:1:pos:R:3:forces:R:3:mulliken_charge:R:1 method="wB97M-V/def2-TZVPD" homo_ev=-9.2228 charge=0 smiles="[H]/N=C(/N)C(C)(O)O" homo_lumo_gap_ev=9.844
H 1.26302 -1.60541 1.37870 -0.249 0.064 -0.208 0.25
N 1.66948 -1.32698 0.48922 0.147 -0.022 0.021 -0.84
C 0.99558 -0.44543 -0.12994 -1.105 -0.500 1.902 0.44
N 1.41463 -0.00896 -1.34792 -0.578 0.429 -0.386 -0.42
C -0.39130 0.24069 0.48215 2.760 -2.301 -1.095 0.74
C -1.54517 -0.15177 -0.42839 0.089 0.930 0.218 -1.41
O -0.70031 -0.21535 1.75258 0.065 -0.327 0.082 -0.60
O 0.02978 1.56230 0.53200 -2.644 1.912 -1.465 -0.55
H 2.34303 -0.28945 -1.62485 -0.080 0.047 0.111 0.28
H 1.11143 0.91127 -1.62044 0.188 -0.033 -0.047 0.21
H -2.47116 0.27233 -0.04067 -0.140 -0.116 0.106 0.41
H -1.61579 -1.23439 -0.48147 -0.016 0.026 0.042 0.33
H -1.38896 0.25586 -1.42278 0.093 -0.110 -0.192 0.42
H 0.02614 -0.01006 2.35618 -0.019 0.102 -0.137 0.37
H -0.74039 2.04535 0.10561 1.489 -0.101 1.048 0.35



Entry 14:
15
Properties=species:S:1:pos:R:3:forces:R:3:mulliken_charge:R:1 method="wB97M-V/def2-TZVPD" homo_ev=-9.4395 charge=0 smiles="CNC(=O)CNO" homo_lumo_gap_ev=10.282
C -0.11814 2.15419 0.37723 0.424 -0.013 -0.267 -0.88
N -1.08734 1.09114 0.47864 -0.784 -2.519 1.202 -0.18
C -0.76294 -0.35574 0.47776 -1.399 4.515 -0.986 0.55
O -1.36499 -1.16996 1.11499 0.240 -0.128 0.041 -0.57
C 0.11610 -0.52177 -0.70669 1.653 -4.478 0.113 -0.52
N 0.48778 -2.02984 -0.80702 0.009 1.324 -0.413 -0.40
O 1.57026 -2.29797 0.10374 -0.316 0.244 0.000 -0.43
H 0.72398 2.03333 1.06826 -0.052 0.073 -0.040 0.29
H -0.59975 3.10776 0.59072 -0.025 -0.095 -0.006 0.35
H 0.27147 2.20410 -0.64191 0.085 0.150 0.060 0.27
H -1.89317 1.28179 1.06073 0.257 0.015 0.191 0.27
H -0.39574 -0.29626 -1.64445 -0.005 0.312 0.309 0.27
H 1.07000 -0.01075 -0.59599 -0.174 0.190 -0.183 0.34
H -0.29922 -2.56017 -0.41750 0.354 0.337 0.033 0.30
H 2.28168 -2.62984 -0.45850 -0.266 0.075 -0.055 0.34



Entry 15:
15
Properties=species:S:1:pos:R:3:forces:R:3:mulliken_charge:R:1 method="wB97M-V/def2-TZVPD" homo_ev=-8.5505 charge=0 smiles="CN(C)C=O.N=O" homo_lumo_gap_ev=9.283
C 1.42552 1.26598 0.01231 2.832 -0.058 0.379 -0.81
N 0.74383 -0.00573 -0.05373 -1.670 -0.143 -0.309 0.09
C 1.39636 -1.28997 0.19634 1.136 1.993 1.040 -0.91
C -0.59173 -0.02700 -0.05468 -2.415 -0.067 -0.825 0.29
O -1.31879 0.95845 0.05377 1.553 0.283 -0.256 -0.60
H 2.20045 1.13751 0.85248 -0.245 0.112 -1.693 0.30
H 1.86275 1.49358 -1.03652 -0.324 -0.170 1.978 0.24
H 0.94180 2.15626 0.42139 -1.072 -0.601 -0.574 0.31
H 1.62742 -1.19835 1.33542 -0.064 -1.437 -2.026 0.33
H 0.77701 -2.05468 -0.22517 -0.784 -0.642 0.855 0.34
H 2.26130 -1.39189 -0.45997 0.584 0.336 0.577 0.30
H -1.17009 -1.02296 -0.27746 1.420 1.114 0.628 0.23
N -3.32614 0.28996 0.15693 -1.436 -2.519 -3.117 0.07
O -3.11342 -0.91509 -0.04818 -0.562 1.370 1.112 -0.39
H -3.71628 0.60393 -0.87293 1.045 0.430 2.231 0.20



Entry 16:
15
Properties=species:S:1:pos:R:3:forces:R:3:mulliken_charge:R:1 method="wB97M-V/def2-TZVPD" homo_ev=-9.3073 charge=0 homo_lumo_gap_ev=10.292
H 1.81395 -0.98127 -0.58304 -0.034 0.060 0.076 0.14
N 1.06856 -0.47145 -0.11555 0.172 0.294 -0.053 -0.59
C 1.30080 0.78726 -0.13035 0.085 -0.169 -0.070 0.61
N 2.37566 1.44000 -0.70499 0.091 -0.021 0.109 -0.48
O 0.45347 1.67595 0.39717 -0.010 -0.106 0.009 -0.49
H 2.53761 2.36483 -0.33284 -0.015 -0.082 -0.086 0.24
H 3.21257 0.88768 -0.81028 -0.106 0.060 -0.012 0.24
H -0.28342 1.19209 0.83547 0.029 0.042 0.009 0.38
C -1.86080 -1.08459 -0.21020 -0.013 0.098 -0.015 -0.97
C -1.65889 -0.84778 1.25117 -0.038 0.228 0.144 0.27
O -1.37554 0.21549 1.76669 -0.107 -0.451 -0.257 -0.58
H -1.25034 -1.93256 -0.53284 -0.105 0.097 0.086 0.27
H -1.59446 -0.20714 -0.80031 -0.072 -0.109 0.095 0.26
H -2.91730 -1.34110 -0.35795 0.090 -0.010 -0.008 0.36
H -1.83702 -1.72476 1.90316 0.035 0.067 -0.028 0.34



Relative energy (zero: lowest compared OMol25 entry of this formula, charge and spin) for the records above, in order: 1.3799 0.5467 7.6693 3.4648 4.1533 3.5123 2.5820 4.8932 3.7974 8.5227 4.4051 0.8978 1.2375 3.1294 5.3320 0.8666 eV
Electronic energy for the records above, in order: -303.841418 -303.872038 -303.610286 -303.764800 -303.739499 -303.763052 -303.797241 -303.712309 -303.752579 -303.578924 -303.730246 -303.513502 -379.095530 -379.026003 -378.945060 -379.109160 a.u.